No. 1
The following is a DFT calculation (ωB97M-V with the def2-TZVPD basis set) of a 2-piece molecular cluster, C6H11N overall.

Values from the calculation:
Relative energy (zero: lowest compared OMol25 entry of this formula, charge and spin) = 2.652 eV
Total energy = -289.8742 hartree
Charge = 0
Frontier orbital gap = 11.025 eV
Highest occupied orbital energy = -10.15 eV

Each line ends with the Mulliken charge.
Positions of all 18 atoms, in Å:
C -2.7845 0.0011 -0.9320  -1.225
C -1.3612 0.3717 -0.3859  -0.200
C -0.0520 -0.3853 -0.7832  -0.631
C 1.4427 -0.4023 0.6751  0.163
C 2.9410 0.0340 0.4248  -1.227
C 0.7625 0.5347 1.5296  0.318
N 0.0341 1.2568 2.0678  -0.569
H -3.5350 0.3273 -0.1934  0.323
H -3.0511 0.5303 -1.8569  0.309
H -2.9746 -1.0644 -1.1040  0.331
H -1.2476 1.4447 -0.5775  0.304
H -1.4099 0.2981 0.6994  0.258
H -0.3044 -1.4063 -1.1126  0.338
H 0.4944 0.1222 -1.5745  0.281
H 1.5238 -1.3555 1.2348  0.213
H 3.4762 -0.6533 -0.2386  0.324
H 3.0322 1.0468 0.0246  0.337
H 3.5454 0.0429 1.3579  0.351


No. 2
The following is a DFT calculation (ωB97M-V with the def2-TZVPD basis set) of C31H22BrCl3CoFN5O2 as an isolated structure.

Values from the calculation:
Relative energy (zero: lowest compared OMol25 entry of this formula, charge and spin) = 3.902 eV
Total energy = -7055.8528 hartree
Charge = 0
Multiplicity = 2
Frontier orbital gap (alpha / beta) = 4.565 / 4.601 eV
Highest occupied orbital energy (alpha / beta) = -5.74 / -5.77 eV

Each line ends with the Mulliken charge.
Positions of all 66 atoms, in Å:
Co -0.4281 -0.0498 0.5741  0.309
C 0.4331 -0.0925 3.7723  -1.223
O 0.5170 -0.6774 2.4787  0.037
C 1.3132 -1.7581 2.2612  0.593
C 1.9380 -2.4688 3.2769  -0.741
C 2.7067 -3.5781 2.9567  -0.641
C 2.8544 -3.9812 1.6369  -0.979
C 2.2325 -3.2689 0.6273  -0.505
C 1.4645 -2.1563 0.9271  0.734
N 0.7728 -1.3744 -0.0849  1.074
N 0.8937 -1.8636 -1.2199  -0.601
C 0.3195 -1.2673 -2.3643  -0.528
C -0.1476 0.0153 -2.5459  1.718
O -0.1155 0.9060 -1.4838  -0.467
C -0.6109 0.4710 -3.7932  -0.864
C -0.6211 -0.3703 -4.8623  -1.236
C -0.1726 -1.7076 -4.7443  0.759
C -0.2120 -2.5925 -5.8495  -1.024
C 0.1924 -3.8862 -5.7215  -0.518
C 0.6502 -4.3515 -4.4703  -0.870
C 0.7059 -3.5194 -3.3901  -0.513
C 0.3041 -2.1610 -3.4978  1.183
H -0.0146 -0.7895 4.4824  0.436
H -0.2238 0.7646 3.6480  0.276
H 1.4230 0.2166 4.1133  0.368
H 1.8251 -2.1644 4.3054  0.454
H 3.1940 -4.1281 3.7498  0.418
H 3.4532 -4.8457 1.3911  0.416
H 2.3440 -3.5603 -0.4061  0.456
H -0.9676 1.4868 -3.8771  0.334
H -0.9819 -0.0213 -5.8209  0.413
H -0.5768 -2.2188 -6.7976  0.420
H 0.1522 -4.5582 -6.5673  0.399
H 0.9503 -5.3851 -4.3618  0.420
H 1.0335 -3.8931 -2.4337  0.371
Br -2.9574 -6.8027 -0.0242  -0.229
C -2.6655 -4.9292 -0.1297  0.069
C -2.0750 -4.2646 0.9342  -0.745
C -1.8559 -2.9013 0.8511  -0.210
C -2.2092 -2.1779 -0.2955  -0.275
C -2.8151 -2.8740 -1.3508  -0.099
C -3.0449 -4.2386 -1.2678  -0.761
N -1.8882 -0.8360 -0.3994  0.646
C -2.7680 -0.0042 -1.0373  -1.048
C -2.4962 1.2306 -1.5209  0.784
C -3.4892 2.1124 -2.1005  -1.218
C -3.2181 3.3740 -2.4699  -0.477
C -1.8651 3.9071 -2.3283  -0.960
C -0.8931 3.0970 -1.8909  -0.501
N -1.1939 1.8123 -1.4812  0.934
H -1.7968 -4.8082 1.8273  0.453
H -1.4235 -2.3707 1.6922  0.395
H -3.0641 -2.3432 -2.2605  0.486
H -3.4962 -4.7653 -2.0972  0.424
H -3.7880 -0.3497 -1.1855  0.421
H -4.4856 1.7036 -2.2140  0.429
H -3.9958 3.9976 -2.8861  0.438
H -1.6353 4.9355 -2.5642  0.444
H 0.1466 3.3734 -1.7837  0.556
Cl 0.5990 4.3133 3.4357  -0.117
C 0.2886 4.1389 1.6999  0.712
Cl 1.2788 5.2948 0.7867  -0.114
Cl -1.4103 4.3087 1.3319  -0.031
C 0.7048 2.7863 1.3001  -0.196
N 0.9501 1.7097 0.9912  -0.276
F -1.5677 1.0445 1.5396  -0.812


No. 3
The following is a DFT calculation (ωB97M-V with the def2-TZVPD basis set) of C26H18IrN2O6S3 as an isolated structure.

Values from the calculation:
Relative energy (zero: lowest compared OMol25 entry of this formula, charge and spin) = 3.684 eV
Total energy = -2861.3536 hartree
Charge = 0
Multiplicity = 2
Frontier orbital gap (alpha / beta) = 4.507 / 3.987 eV
Highest occupied orbital energy (alpha / beta) = -6.85 / -6.76 eV

Each line ends with the Mulliken charge.
Positions of all 56 atoms, in Å:
Ir -0.3850 0.4398 -0.0826  2.022
S -2.8318 0.7731 2.8616  -0.300
C -2.1347 -0.7762 2.5681  0.126
C -2.2070 -1.7214 3.6007  -0.765
C -1.7716 -3.0101 3.3840  -0.215
C -1.2610 -3.3449 2.1393  -1.062
C -1.1926 -2.3637 1.1737  0.058
N -1.6116 -1.1094 1.3598  0.004
H -2.6027 -1.4111 4.5555  0.417
H -1.8264 -3.7410 4.1796  0.408
H -0.9178 -4.3451 1.9197  0.434
H -0.7878 -2.5783 0.1929  0.558
O -0.4913 1.5895 1.8803  -0.626
S 0.7628 0.9832 2.4433  1.710
O 0.6559 0.6704 3.8400  -0.700
O 1.1205 -0.1751 1.6220  -0.795
C 1.9887 2.2717 2.2830  -0.212
C 2.6350 2.6369 3.4561  -0.585
C 3.5937 3.6370 3.4352  -0.572
C 3.8897 4.2893 2.2479  -0.589
C 3.2309 3.9376 1.0805  -0.604
C 2.2822 2.9252 1.0890  -0.254
S 1.5300 2.5326 -0.4953  1.524
O 2.1851 3.3757 -1.4549  -0.758
O 0.0840 2.7674 -0.3805  -0.655
O 1.7547 1.0860 -0.6985  -0.685
H 2.3692 2.1208 4.3673  0.573
H 4.1076 3.9068 4.3479  0.400
H 4.6346 5.0733 2.2289  0.403
H 3.4353 4.4197 0.1356  0.567
C -4.0368 2.2358 -1.4217  -0.775
C -4.2615 1.5674 -2.6200  -0.876
C -3.4180 0.5531 -3.0241  -0.483
C -2.3274 0.1924 -2.2256  0.715
C -2.1086 0.8695 -1.0167  -0.066
C -2.9572 1.8852 -0.6188  -0.386
C -1.3358 -0.7960 -2.5563  1.133
C -1.3246 -1.5677 -3.7242  -1.183
C -0.3274 -2.4664 -3.9600  -0.954
C 0.7080 -2.6139 -3.0127  0.957
C 1.7824 -3.4904 -3.2161  -0.807
C 2.7777 -3.6220 -2.2745  -0.663
C 2.6959 -2.8948 -1.0863  -1.132
C 1.6549 -2.0202 -0.8605  -0.255
C 0.6532 -1.8312 -1.8260  0.271
N -0.3595 -0.9348 -1.6218  0.083
H -4.6904 3.0426 -1.1174  0.432
H -5.0898 1.8604 -3.2517  0.387
H -3.5881 0.0600 -3.9729  0.404
H -2.7704 2.4248 0.2975  0.512
H -2.1162 -1.4362 -4.4471  0.393
H -0.3093 -3.0627 -4.8626  0.446
H 1.8278 -4.0582 -4.1371  0.419
H 3.6100 -4.2873 -2.4586  0.406
H 3.4568 -3.0089 -0.3260  0.502
H 1.6155 -1.4601 0.0611  0.692


No. 4
The following is a DFT calculation (ωB97M-V with the def2-TZVPD basis set) of an isolated ion of composition C6H19BN2O2 and charge +2.

Values from the calculation:
Relative energy (zero: lowest compared OMol25 entry of this formula, charge and spin) = 0.000 eV
Total energy = -524.2420 hartree
Charge = +2
SMILES string = CC[NH2+]CB(O)[C@H](O)[NH2+]CC
Frontier orbital gap = 12.031 eV
Highest occupied orbital energy = -18.86 eV

Each line ends with the Mulliken charge.
Positions of all 30 atoms, in Å:
C -4.8629 -0.4817 0.3197  -1.198
C -3.8192 0.5472 0.5863  -0.418
N -2.5716 0.1418 -0.1025  -0.195
C -1.3686 0.9481 -0.1355  -0.808
B -0.0282 0.1066 0.1145  0.487
O -0.2924 -1.1589 0.3915  -0.708
C 1.3524 0.9020 0.3781  -0.095
O 1.4409 1.8409 -0.6257  -0.491
N 2.7019 -0.0450 0.3610  -0.246
C 3.3882 -0.3522 -0.9279  -0.323
C 4.5773 -1.2783 -0.6550  -1.320
H -5.4365 -0.1573 -0.5450  0.379
H -4.4051 -1.5248 0.2605  0.313
H -5.6096 -0.4903 0.9962  0.408
H -3.5586 0.6569 1.6730  0.391
H -4.1484 1.4691 0.1745  0.387
H -2.9464 -0.1166 -1.0101  0.372
H -2.2871 -0.8359 0.3374  0.407
H -1.3943 1.4825 0.8713  0.297
H -1.4655 1.7301 -0.7931  0.580
H 0.4404 -1.7667 0.4813  0.310
H 1.3412 1.2739 1.3322  0.515
H 2.0702 2.4822 -0.3954  0.341
H 3.4098 0.2393 1.0212  0.424
H 2.4060 -1.0513 0.7485  0.369
H 2.9039 -0.8928 -1.7868  0.282
H 3.6367 0.7195 -1.3668  0.320
H 5.1474 -1.3718 -1.5759  0.360
H 5.0646 -0.8162 0.1671  0.421
H 4.3137 -2.2004 -0.2945  0.439


No. 5
The following is a DFT calculation (ωB97M-V with the def2-TZVPD basis set) of one molecule with the formula C24H28N4O2.

Values from the calculation:
Relative energy (zero: lowest compared OMol25 entry of this formula, charge and spin) = 21.908 eV
Total energy = -1300.1423 hartree
Charge = 0
SMILES string = CCCc1c(C(=O)N2CCN(c3ccccc3OC)CC2)cnn1-c1ccccc1
Frontier orbital gap = 8.011 eV
Highest occupied orbital energy = -7.38 eV

Each line ends with the Mulliken charge.
Positions of all 58 atoms, in Å:
C -2.6820 -0.7131 -2.6391  -2.189
C -3.7757 -1.2510 -1.9455  0.334
C -3.4977 -1.9508 -0.7129  -1.099
C -2.9521 -0.7997 0.3226  0.286
C -1.6384 -0.6459 0.7044  0.826
C -0.4798 -1.3626 0.2665  -0.101
O -0.6653 -2.6211 0.6124  -0.707
N 0.6425 -0.8120 -0.6136  0.300
C 0.9789 0.4015 -0.7811  -0.670
C 2.1348 1.0822 -0.0230  -1.547
N 3.1586 0.0280 -0.1218  0.387
C 4.5499 0.5886 -0.1270  -0.120
C 4.8141 1.7491 -1.1635  -0.820
C 6.0179 2.2061 -1.3053  -0.938
C 7.0827 1.8440 -0.3107  -0.736
C 6.7727 0.6733 0.5672  -0.458
C 5.5064 0.1511 0.6860  1.307
O 5.2603 -0.5333 1.6531  -0.229
C 6.2491 -1.1946 2.3097  -1.506
C 2.8862 -1.2294 0.1330  0.398
C 1.9487 -1.9023 -0.5899  -1.442
C -1.5229 0.7147 1.1334  -0.662
N -2.7546 1.2363 1.2900  -1.236
N -3.5065 0.3144 0.7795  0.987
C -4.9749 0.8737 0.7645  0.312
C -5.3981 2.0466 0.2414  -0.425
C -6.6109 2.1072 0.1870  -0.052
C -7.5766 1.4494 0.6942  -0.736
C -7.2282 0.0826 0.9524  -0.625
C -5.9506 -0.2796 1.2606  0.005
H -2.9928 -0.3120 -3.5133  0.602
H -2.3164 0.0848 -2.2911  0.632
H -2.0499 -1.4771 -2.7580  0.468
H -4.5123 -0.3567 -1.8503  0.102
H -4.3417 -2.0868 -2.5271  0.293
H -2.7229 -2.6573 -0.5738  0.516
H -4.2850 -2.2567 0.0494  0.358
H 0.0242 0.8113 -0.6069  0.817
H 1.3255 0.4458 -1.9412  0.188
H 2.3507 1.9875 -0.3542  0.754
H 1.8710 0.9787 1.0321  0.235
H 3.9765 1.8090 -1.7677  0.487
H 6.1394 2.9705 -1.8692  0.547
H 7.8961 2.3195 -0.1350  0.595
H 7.6663 0.4164 1.4152  0.154
H 7.0507 -1.6378 2.1987  0.738
H 6.5885 -0.3572 3.1399  0.420
H 5.6272 -1.8296 3.1966  0.241
H 3.8941 -1.8105 -0.1086  0.216
H 2.6403 -1.2768 1.3313  0.121
H 1.6125 -2.9488 -0.1921  0.317
H 2.1652 -2.0127 -1.6080  0.443
H -0.7746 1.2794 1.8529  0.276
H -4.5750 2.6580 -0.0140  0.496
H -6.9545 3.3267 0.1017  0.098
H -8.5391 1.7327 0.5533  0.471
H -8.0039 -0.6725 1.4620  0.216
H -5.5488 -1.3811 1.5527  0.355


No. 6
The following is a DFT calculation (ωB97M-V with the def2-TZVPD basis set) of C44H58ClHfN6O3S2 as an isolated structure.

Values from the calculation:
Relative energy (zero: lowest compared OMol25 entry of this formula, charge and spin) = 1.456 eV
Total energy = -3570.2115 hartree
Charge = +1
Frontier orbital gap = 7.000 eV
Highest occupied orbital energy = -9.65 eV

Each line ends with the Mulliken charge.
Positions of all 115 atoms, in Å:
Hf 0.4710 0.3434 0.0116  -0.383
C 4.9550 -0.3855 1.1611  -1.174
C 5.5596 0.7796 0.7075  -1.066
C 4.7591 1.8244 0.2896  -0.987
C 3.3617 1.6958 0.3024  0.931
N 2.7963 0.5458 0.7187  1.015
C 3.5763 -0.4483 1.1333  -0.227
C 2.4425 2.7547 -0.1528  0.004
C 2.9123 4.0045 -0.5748  -0.747
C 2.0346 4.9680 -1.0291  -1.312
C 0.6753 4.7026 -1.0627  -0.857
C 0.2077 3.4656 -0.6521  0.222
C 1.0590 2.4552 -0.1893  1.307
H 5.5355 -1.2196 1.5177  0.587
H 6.6367 0.8566 0.6686  0.462
H 5.2188 2.7370 -0.0505  0.502
H 3.0698 -1.3362 1.4781  0.149
H 3.9651 4.2413 -0.5585  0.401
H 2.4038 5.9155 -1.3894  0.411
H -0.0174 5.4500 -1.4181  0.535
H -0.8609 3.2784 -0.7169  0.700
C -0.9086 0.8280 -6.4536  -0.790
O -0.7323 1.2819 -5.1262  -0.270
C -0.1337 0.4949 -4.2370  0.288
S 0.3543 -1.0469 -4.5554  -0.343
S 0.0713 1.2959 -2.7359  -0.104
H -1.6168 1.5146 -6.9141  0.269
H -1.2962 -0.1929 -6.4695  0.371
H 0.0462 0.8514 -6.9843  0.323
C 3.4167 0.6999 -2.8541  -0.914
N 3.3108 -0.7300 -3.0790  0.283
C 3.9899 -1.1380 -4.2969  -1.429
C 2.4762 -1.4609 -2.3022  -0.590
O 1.9134 -0.8916 -1.3081  1.037
N 2.2955 -2.7931 -2.4268  0.242
C 1.3488 -3.4513 -1.5399  -1.362
C 2.7429 -3.7372 -3.4307  -0.975
H 4.4226 0.9543 -2.5069  0.408
H 2.6843 1.0272 -2.1224  -0.184
H 3.2133 1.2318 -3.7837  0.620
H 4.4178 -0.2507 -4.7604  0.473
H 3.2940 -1.5656 -5.0184  0.435
H 4.8114 -1.8230 -4.0802  0.385
H 0.8411 -2.7350 -0.8955  0.249
H 1.8729 -4.1853 -0.9210  0.335
H 0.5978 -3.9698 -2.1389  0.456
H 3.5186 -3.3564 -4.0732  0.396
H 1.8913 -4.0357 -4.0473  0.319
H 3.1292 -4.6217 -2.9175  0.319
Cl -1.0256 -0.0519 6.3290  -0.209
C 0.3289 0.3691 5.3538  -0.740
C 1.5010 0.8527 5.9169  -0.374
C 2.5281 1.1882 5.0520  -1.107
C 2.3319 1.0430 3.6876  -0.340
N 1.2251 0.5464 3.1418  1.379
C 0.2464 0.2168 3.9740  -0.296
H 1.6109 0.9671 6.9834  0.517
H 3.4646 1.5643 5.4358  0.504
H 3.1102 1.3406 3.0031  0.274
H -0.6442 -0.2070 3.5408  0.512
C -3.2245 3.7138 3.3409  -0.962
N -2.0410 3.2220 2.6809  0.333
C -1.0097 4.1829 2.3408  -0.928
C -1.8797 1.9557 2.3382  -0.458
O -0.9033 1.5219 1.7193  -0.475
H -2.9590 4.1873 4.2879  0.354
H -3.9093 2.8917 3.5398  0.325
H -3.7294 4.4509 2.7132  0.357
H -1.1046 5.0581 2.9786  0.485
H -1.0880 4.4796 1.2932  0.341
H -0.0327 3.7200 2.4869  0.167
H -2.6961 1.2916 2.6638  0.174
C 2.0963 -2.9907 3.2224  -1.600
C 0.6676 -2.6946 2.8836  0.908
C -0.3241 -3.1757 3.7284  -0.537
C -1.6530 -2.8688 3.4799  -0.013
C -2.7457 -3.4065 4.3546  -1.997
C -1.9879 -2.0674 2.3999  -0.246
C -1.0298 -1.6245 1.4674  1.064
C 0.3156 -1.9579 1.7644  0.000
N -1.2141 -0.8614 0.3407  0.752
C -2.4521 -0.7592 -0.4579  2.320
C -2.1544 -1.4741 -1.7890  -0.433
C -3.3070 -1.3033 -2.7765  0.574
C -4.5742 -1.9209 -2.1874  -1.638
C -4.9009 -1.2120 -0.8764  0.282
C -5.1576 0.2666 -1.1506  -1.693
C -3.8882 0.8838 -1.7323  0.285
C -3.5344 0.1840 -3.0409  -0.986
C -2.7401 0.7275 -0.7321  -0.805
C -3.7408 -1.3618 0.1127  -2.754
H 2.1352 -3.6553 4.0796  0.452
H 2.6282 -2.0751 3.4807  0.280
H 2.6070 -3.4802 2.3965  0.318
H -0.0535 -3.7908 4.5723  0.405
H -2.3661 -3.7284 5.3219  0.420
H -3.1937 -4.2730 3.8663  0.344
H -3.5365 -2.6724 4.5060  0.413
H -3.0234 -1.8010 2.3121  0.283
H 1.0829 -1.6076 1.0619  -0.426
H -1.9797 -2.5342 -1.5869  0.394
H -1.2347 -1.0604 -2.2149  -1.060
H -3.0512 -1.8056 -3.7152  0.426
H -4.4222 -2.9868 -2.0055  0.554
H -5.4078 -1.8132 -2.8849  0.609
H -5.7930 -1.6631 -0.4255  0.290
H -5.4422 0.7818 -0.2308  0.540
H -5.9798 0.3735 -1.8581  0.641
H -4.0429 1.9522 -1.9194  0.507
H -2.6361 0.6385 -3.4594  -0.060
H -4.3461 0.3120 -3.7594  0.652
H -3.0179 1.2209 0.2036  0.028
H -1.8294 1.2036 -1.1247  -0.222
H -3.5945 -2.4209 0.3251  0.735
H -4.0143 -0.8311 1.0262  0.438


Q: What is the total energy in the first record?
A: -289.8742 hartree